[1]
Computed, not measured: a molecular structure, C24H35ClIrN4O9P2S, with ωB97M-V/def2-TZVPD.

Each line ends with the Löwdin charge.
Geometry (Å):
Ir: 0.211720 0.364721 -0.153878  1.097
Cl: 2.217166 1.269172 1.746724  0.744
S: 2.112632 -2.595671 0.252573  0.619
P: 0.518313 0.732996 -2.339097  0.797
P: -0.965073 2.244060 0.372080  0.568
O: 1.134976 0.358080 2.129286  -0.383
O: -1.087612 2.269710 1.936528  -0.249
O: 3.143835 -1.625660 0.007202  -0.307
O: 1.923033 1.459408 0.241439  -0.528
O: -0.222425 3.573374 0.007534  -0.262
O: -2.517730 2.408054 0.022443  -0.231
O: 2.094346 2.525790 2.376335  -0.241
O: 3.488123 0.695137 1.891631  -0.227
O: 1.957084 -3.732006 -0.604786  -0.269
N: -1.247226 -1.053197 -0.479462  -0.076
N: 2.451007 -4.279285 5.878661  0.122
N: 0.715641 -1.692457 0.190456  -0.185
N: -0.960285 -3.399050 -0.214267  0.175
C: -3.132719 3.986154 -1.739339  -0.056
C: -0.586245 1.730628 -3.362906  -0.209
C: 2.379479 -3.896368 4.574871  -0.311
C: -2.225551 -3.525712 -0.590986  -0.077
C: -0.468911 -1.284196 -3.994098  -0.096
C: -3.059345 -2.453830 -0.915129  -0.031
C: 2.224290 -3.109592 1.910024  -0.308
C: 3.250167 -2.920730 4.066862  -0.013
C: 0.301710 5.913157 0.014207  -0.057
C: 1.710621 -1.667478 -3.035254  -0.090
C: -2.780179 1.743993 3.563135  -0.053
C: 1.759314 -2.905239 -3.656447  -0.051
C: -3.205106 2.567741 -1.228559  -0.262
C: -2.515841 -1.189831 -0.835954  -0.093
C: 0.596127 -0.850330 -3.200373  -0.356
C: 0.700443 -3.332921 -4.440552  -0.049
C: -0.414883 -2.523635 -4.610057  -0.065
C: -1.633997 1.194258 2.754770  -0.245
C: 3.167708 -2.526289 2.748407  -0.055
C: 2.117717 1.538636 -2.550938  -0.200
C: -0.236428 4.778586 0.842902  -0.222
C: -0.498978 -2.157309 -0.181157  -0.461
C: 1.354280 -4.081834 2.396127  -0.058
C: 1.428773 -4.470364 3.713736  -0.021
H: 2.537957 -1.361872 -2.407888  0.095
H: 0.741165 -4.302116 -4.919028  0.114
H: -0.592093 2.761066 -3.005968  0.052
H: 2.355992 1.524745 -3.615887  0.076
H: 2.618719 -3.541795 -3.503309  0.120
H: -1.597871 1.341883 -3.391540  0.031
H: 0.385180 4.562718 1.710118  0.115
H: -4.088966 -2.602214 -1.200115  0.109
H: 2.887128 1.008349 -1.995081  0.055
H: -0.808554 0.842017 3.366723  0.110
H: -3.543559 4.677312 -1.004296  0.091
H: -2.611192 -4.538501 -0.625008  0.123
H: 0.633898 -4.547466 1.734539  0.107
H: -1.262445 4.952608 1.168722  0.124
H: -2.804776 1.855962 -1.944879  0.068
H: 0.763303 -5.237801 4.088982  0.113
H: -0.189518 1.706866 -4.379450  0.078
H: 0.400201 6.800539 0.639624  0.090
H: 3.996516 -2.477510 4.713788  0.116
H: 1.882661 -5.026296 6.229054  0.100
H: -0.363003 6.154691 -0.814661  0.076
H: -1.958471 0.380984 2.100107  0.105
H: -2.439296 2.529064 4.235999  0.088
H: -2.108749 4.289382 -1.960191  0.062
H: -3.211326 0.942682 4.165046  0.088
H: -3.722296 4.070663 -2.652290  0.091
H: 1.287334 5.667794 -0.379215  0.086
H: -1.345130 -0.667368 -4.143313  0.094
H: -4.236176 2.287475 -1.013872  0.129
H: 2.069781 2.563594 -2.186464  0.061
H: 3.835999 -1.770768 2.360607  0.102
H: -3.558462 2.148445 2.917638  0.080
H: 3.174317 -3.927486 6.476518  0.101
H: -1.239778 -2.854392 -5.226983  0.111
H: -3.088458 -0.293929 -1.042720  0.112

Cartesian forces, eV/Å:
Ir -0.7 -0.1 0.4
Cl -0.4 -0.2 -0.5
S 0.1 0.0 0.2
P 0.1 -0.3 -0.2
P -0.2 0.0 -0.2
O 0.1 0.1 0.1
O 0.3 0.2 0.1
O 0.0 0.0 -0.2
O 0.4 0.0 0.5
O 0.0 0.0 -0.1
O 0.3 -0.2 0.1
O -0.1 0.2 0.0
O 0.1 0.0 0.1
O 0.0 0.0 0.0
N 0.2 0.3 0.1
N 0.0 0.0 0.2
N 0.1 0.0 -0.8
N 0.0 0.0 0.0
C 0.0 0.0 0.0
C 0.0 0.1 0.1
C 0.0 0.0 -0.2
C -0.1 0.0 0.0
C 0.0 -0.1 0.1
C 0.0 0.0 0.0
C 0.0 0.1 0.1
C -0.1 0.0 0.0
C 0.0 0.0 0.0
C 0.1 0.0 0.0
C 0.0 -0.1 0.1
C 0.0 0.0 0.0
C 0.0 0.0 0.0
C -0.2 -0.2 0.0
C -0.1 0.1 0.0
C 0.0 0.0 0.0
C 0.0 0.0 0.0
C -0.1 0.1 -0.1
C 0.0 0.0 0.0
C 0.0 -0.1 -0.1
C -0.1 -0.1 0.0
C 0.2 0.2 0.2
C 0.0 -0.1 -0.1
C 0.0 0.0 0.1
H 0.0 0.0 0.0
H 0.0 0.0 0.0
H 0.0 0.0 0.0
H 0.0 0.0 0.0
H 0.0 0.0 0.0
H 0.0 0.0 0.0
H 0.0 0.0 0.0
H 0.0 0.0 0.0
H 0.0 0.0 0.0
H -0.1 0.0 0.0
H 0.0 0.0 0.0
H 0.0 0.0 0.0
H 0.0 0.0 0.0
H 0.0 0.0 0.0
H 0.0 0.0 -0.1
H 0.0 0.0 0.0
H 0.0 0.0 0.0
H 0.0 0.0 0.0
H 0.0 0.0 0.0
H 0.0 0.0 0.0
H 0.0 0.0 0.0
H 0.0 0.0 0.0
H 0.0 0.0 0.0
H 0.0 0.0 0.0
H 0.0 0.0 0.0
H 0.0 0.0 0.0
H 0.0 0.0 0.0
H 0.0 0.0 0.0
H 0.0 0.0 0.0
H 0.0 0.0 0.0
H 0.0 0.0 0.0
H 0.0 0.0 0.0
H 0.0 0.0 0.0
H 0.0 0.0 0.0
H 0.1 0.0 0.0

The LUMO energy is -3.527 eV. As for the molar mass: 845.2 g/mol. The calculation puts the maximum force at 0.789 eV/A. Its charge is +1. The value obtained for the HOMO-LUMO gap is 6.515 eV.

[2]
Computed, not measured: a molecular structure, C24H35FeN5O2SSiTe, with ωB97M-V/def2-TZVPD.

Each line ends with the Löwdin charge.
Geometry (Å):
Te: 0.988653 -1.321683 -2.845383  1.359
Fe: 0.428422 -0.640222 -0.301193  -0.071
S: 0.333151 -3.016979 0.009528  0.731
Si: 5.341810 0.239121 0.095198  0.400
O: -3.225446 0.240255 -1.723973  0.104
O: -3.377860 -1.115934 1.092543  0.087
N: -1.569071 -0.619088 -0.301518  0.022
N: 0.080880 1.222874 -0.932310  0.024
N: 1.094901 -4.539172 1.991455  0.005
N: 2.607006 -2.868434 1.363537  0.037
N: 0.054778 -0.516548 1.678969  0.033
C: 0.652005 3.390238 -1.728058  -0.045
C: 1.449215 -3.500567 1.208874  -0.729
C: 3.454661 -2.826228 2.545993  -0.226
C: -2.197030 -0.957776 0.852357  -0.450
C: 2.372327 -0.358119 -0.234309  -0.275
C: -1.186577 -0.920243 1.990407  -0.180
C: 0.930316 -0.311476 2.659042  -0.107
C: 1.964027 -5.502945 2.657400  -0.233
C: -2.122008 0.220492 -1.228814  -0.443
C: -0.710427 -1.103295 -4.120206  -0.399
C: -1.122615 1.338204 -1.515139  -0.183
C: 0.614311 -0.521533 3.992395  -0.051
C: 3.578811 -0.146837 -0.124654  -0.201
C: -1.482747 2.453783 -2.246572  0.008
C: -0.658722 -0.966246 4.314748  -0.050
C: 4.846669 -3.389048 2.302138  -0.071
C: 1.709417 -5.583177 4.155103  -0.079
C: 5.684219 1.954782 -0.575232  -0.190
C: -0.577664 3.499737 -2.356947  -0.048
C: 2.000984 0.389670 -3.607837  -0.393
C: 6.396470 -0.990638 -0.846934  -0.183
C: 0.946689 2.228112 -1.030918  -0.111
C: 5.783810 0.206614 1.918091  -0.178
C: -1.577235 -1.160135 3.294609  0.011
H: 2.668014 0.091018 -4.411782  -0.002
H: 5.185294 0.940489 2.463145  0.033
H: -0.376075 -1.076360 -5.154472  0.002
H: 1.902132 2.073102 -0.545065  0.101
H: 1.913264 0.017591 2.341227  0.102
H: 5.598238 -0.773375 2.363410  -0.004
H: 1.355583 -0.333979 4.757342  0.105
H: -0.832749 4.391163 -2.915170  0.110
H: 0.156482 -4.851505 1.794047  0.114
H: 1.786495 -6.481916 2.205512  0.122
H: 2.953356 -3.337212 3.366255  0.092
H: 3.539549 -1.776202 2.838686  0.102
H: 6.295789 -2.005521 -0.458529  0.013
H: 2.998757 -5.249020 2.442996  0.085
H: 6.091965 -1.012911 -1.895448  0.031
H: -1.255992 -0.195517 -3.872928  -0.007
H: -2.467413 2.479965 -2.692497  0.124
H: 5.332402 -2.848608 1.490449  0.051
H: -2.596524 -1.472629 3.473156  0.122
H: 2.749117 -2.105547 0.700849  0.049
H: 4.817569 -4.443382 2.026094  0.069
H: 2.575345 0.810946 -2.786561  -0.021
H: 5.504797 1.991098 -1.652000  0.028
H: 6.837659 0.449160 2.073019  0.033
H: 1.383754 4.184362 -1.779370  0.108
H: 6.719009 2.255703 -0.395577  0.029
H: -1.357840 -1.963303 -3.965087  0.009
H: -0.934754 -1.143799 5.346226  0.108
H: 2.369340 -6.321726 4.611688  0.077
H: 5.029619 2.691731 -0.104752  0.026
H: 0.679159 -5.881759 4.352150  0.076
H: 5.460661 -3.282649 3.197518  0.085
H: 1.269810 1.110177 -3.970743  0.008
H: 7.454025 -0.718691 -0.806858  0.031
H: 1.874985 -4.620921 4.640463  0.064

Cartesian forces, eV/Å:
Te 0.0 0.0 0.1
Fe 0.0 -0.2 -0.4
S 0.0 0.0 0.1
Si 0.1 0.1 -0.1
O 0.0 0.0 0.0
O 0.1 0.0 0.0
N 0.3 -0.1 -0.3
N 0.0 0.1 0.0
N 0.0 -0.1 0.0
N 0.0 -0.2 0.1
N 0.0 0.1 -0.1
C -0.1 0.0 0.0
C -0.1 0.0 0.0
C 0.0 0.0 0.1
C -0.2 0.1 0.1
C 0.0 -0.1 0.3
C -0.1 0.0 0.1
C 0.1 0.0 0.0
C 0.0 -0.1 0.0
C 0.0 0.1 0.2
C 0.0 0.0 0.0
C -0.1 0.1 -0.1
C 0.0 0.0 0.0
C 0.0 0.0 0.0
C 0.0 0.0 0.0
C 0.0 0.0 -0.1
C 0.0 0.0 0.0
C 0.0 0.0 0.0
C 0.0 0.0 0.0
C 0.0 0.0 0.0
C 0.0 0.0 0.0
C 0.0 0.0 0.0
C 0.0 0.1 0.0
C 0.0 0.0 0.0
C 0.0 0.0 0.1
H 0.0 0.0 0.0
H 0.0 0.0 0.0
H 0.0 0.0 0.0
H 0.0 0.0 0.0
H 0.0 0.0 0.0
H 0.0 0.1 0.0
H 0.0 0.0 0.0
H 0.0 0.0 0.0
H 0.0 0.0 0.0
H 0.0 0.0 0.0
H 0.0 0.1 0.0
H 0.0 0.0 0.0
H 0.0 0.0 0.0
H -0.1 -0.1 0.0
H 0.0 0.0 0.0
H 0.0 0.0 0.0
H 0.0 0.0 0.0
H 0.0 0.0 0.0
H 0.0 0.0 0.0
H 0.1 0.1 0.0
H 0.0 0.0 0.0
H 0.0 0.0 0.0
H 0.0 0.0 0.0
H 0.0 0.0 0.0
H 0.0 0.0 0.0
H 0.0 0.0 0.0
H 0.0 0.0 0.0
H 0.0 0.0 0.0
H 0.0 0.0 0.0
H 0.0 0.0 0.0
H 0.0 0.0 0.0
H 0.0 0.0 0.0
H 0.0 0.0 0.0
H 0.0 0.0 0.0
H 0.0 0.0 0.0

The LUMO energy is 0.255 eV. As for the molar mass: 669.2 g/mol. The calculation puts the maximum force at 0.441 eV/A. The value obtained for the HOMO-LUMO gap is 7.968 eV.

Energy relative to the best compared isomer or geometry (same formula, charge and spin) values (in kcal per mole) by entry order: 15.6; 0.0.